Record 1
{"formula": "C33H33F9O8P2Sb2Ti", "method": "wB97M-V/def2-TZVPD", "e_above_lowest_kcal_mol": 0.0, "homo_energy_ev": -8.20, "max_force_ev_per_a": 0.5, "charge": 0, "species": ["Ti", "C", "C", "O", "P", "O", "O", "O", "P", "O", "O", "O", "H", "H", "H", "H", "H", "H", "H", "C", "C", "C", "Sb", "C", "C", "C", "C", "C", "C", "C", "C", "C", "C", "C", "C", "Sb", "C", "C", "C", "C", "C", "C", "C", "C", "C", "C", "C", "C", "H", "H", "H", "H", "H", "H", "H", "H", "H", "H", "H", "H", "H", "H", "H", "H", "H", "H", "H", "H", "H", "H", "H", "H", "H", "H", "F", "C", "F", "F", "C", "O", "C", "F", "F", "F", "C", "F", "F", "F"], "coordinates": [[-0.984, 0.801, -1.364], [-2.390, -3.976, 0.479], [-2.109, -2.724, 1.298], [-2.971, -2.736, 2.444], [-0.426, -2.750, 1.997], [-0.460, -4.058, 2.929], [0.594, -3.219, 0.873], [-0.008, -1.509, 2.649], [-2.608, -1.245, 0.238], [-2.604, -0.165, 1.509], [-1.252, -0.886, -0.542], [-2.408, 1.513, -1.234], [-2.162, -4.877, 1.050], [-1.798, -3.973, -0.438], [-3.445, -3.995, 0.207], [-3.018, -1.824, 2.769], [-1.216, -4.030, 3.531], [0.593, -4.162, 0.667], [-3.227, 0.541, 1.291], [3.647, 0.382, -1.548], [3.071, 1.705, -2.041], [2.738, 2.694, -0.920], [0.805, 2.530, 0.012], [1.357, 2.240, 2.021], [2.514, 2.816, 2.544], [2.854, 2.605, 3.872], [2.049, 1.810, 4.676], [0.905, 1.227, 4.155], [0.553, 1.444, 2.830], [0.180, 4.550, -0.014], [-1.081, 4.850, -0.523], [-1.521, 6.167, -0.560], [-0.707, 7.184, -0.087], [0.550, 6.890, 0.425], [0.993, 5.577, 0.462], [2.267, -0.755, -0.315], [2.045, -2.373, -1.699], [2.497, -3.664, -1.443], [2.277, -4.685, -2.361], [1.605, -4.425, -3.547], [1.153, -3.140, -3.814], [1.372, -2.125, -2.893], [3.709, -1.671, 0.942], [4.908, -2.168, 0.434], [5.841, -2.750, 1.280], [5.586, -2.833, 2.643], [4.399, -2.331, 3.158], [3.463, -1.750, 2.311], [4.555, 0.554, -0.965], [3.914, -0.248, -2.399], [2.196, 1.523, -2.666], [3.805, 2.185, -2.697], [3.478, 2.609, -0.121], [2.768, 3.721, -1.286], [3.161, 3.429, 1.928], [3.753, 3.054, 4.275], [2.323, 1.636, 5.709], [0.291, 0.579, 4.767], [-0.321, 0.947, 2.428], [-1.722, 4.057, -0.893], [-2.501, 6.395, -0.959], [-1.051, 8.210, -0.116], [1.184, 7.685, 0.797], [1.973, 5.358, 0.871], [3.031, -3.880, -0.524], [2.639, -5.684, -2.152], [1.436, -5.220, -4.261], [0.629, -2.926, -4.737], [1.014, -1.125, -3.112], [5.115, -2.112, -0.629], [6.768, -3.139, 0.877], [6.314, -3.287, 3.303], [4.200, -2.392, 4.220], [2.532, -1.367, 2.717], [-2.258, 1.600, -5.981], [-2.012, 1.558, -4.667], [-2.553, 0.437, -4.182], [-2.629, 2.592, -4.095], [-0.483, 1.586, -4.352], [-0.258, 1.175, -3.077], [0.271, 0.652, -5.343], [1.511, 0.413, -4.911], [0.354, 1.176, -6.568], [-0.355, -0.529, -5.435], [0.049, 3.047, -4.508], [1.387, 3.056, -4.591], [-0.437, 3.651, -5.597], [-0.288, 3.774, -3.439]], "forces_ev_per_angstrom": [[0.0, -0.3, 0.0], [0.0, 0.0, 0.0], [0.1, 0.1, -0.2], [0.0, -0.1, 0.1], [0.0, -0.2, 0.0], [0.0, 0.0, 0.0], [0.0, 0.0, 0.0], [0.0, 0.1, 0.1], [-0.3, 0.0, 0.1], [-0.1, 0.0, -0.2], [0.2, 0.1, -0.2], [-0.1, 0.3, 0.2], [0.0, 0.0, 0.0], [0.0, 0.0, 0.0], [0.0, 0.0, 0.0], [0.0, 0.0, 0.0], [0.0, 0.0, 0.0], [0.0, 0.0, 0.0], [0.0, 0.0, 0.1], [0.1, -0.1, 0.0], [0.0, 0.0, 0.0], [0.0, 0.1, 0.0], [0.1, 0.0, -0.1], [-0.1, -0.1, 0.1], [0.0, 0.0, 0.0], [0.0, 0.0, 0.0], [0.0, 0.0, 0.0], [0.0, 0.0, 0.0], [0.0, 0.0, -0.1], [-0.1, 0.1, 0.0], [0.0, 0.0, 0.0], [0.0, 0.0, 0.0], [0.0, 0.0, 0.0], [0.0, 0.0, 0.0], [0.0, 0.0, 0.0], [0.0, -0.1, -0.2], [0.0, 0.0, -0.1], [0.0, 0.0, 0.0], [0.0, 0.0, 0.0], [0.0, 0.0, 0.0], [0.0, 0.0, 0.0], [0.0, 0.0, 0.1], [0.0, 0.1, 0.1], [0.0, 0.0, 0.0], [0.0, 0.0, 0.0], [0.0, 0.0, 0.0], [0.0, 0.0, 0.0], [0.0, 0.0, 0.0], [0.0, 0.0, 0.0], [0.0, 0.0, 0.0], [0.0, 0.0, 0.0], [0.0, 0.0, 0.0], [0.0, 0.0, 0.0], [0.0, 0.0, 0.0], [0.0, 0.0, 0.0], [0.0, 0.0, 0.0], [0.0, 0.0, 0.0], [0.0, 0.0, 0.0], [0.0, 0.0, 0.0], [0.0, 0.0, 0.0], [0.0, 0.0, 0.0], [0.0, 0.0, 0.0], [0.0, 0.0, 0.0], [0.0, 0.0, 0.0], [0.0, 0.0, 0.0], [0.0, 0.0, 0.0], [0.0, 0.0, 0.0], [0.0, 0.0, 0.0], [0.0, 0.0, 0.0], [0.0, 0.0, 0.0], [0.0, 0.0, 0.0], [0.0, 0.0, 0.0], [0.0, 0.0, 0.0], [0.0, 0.0, 0.0], [0.0, 0.0, 0.0], [0.0, 0.0, 0.0], [0.0, 0.0, 0.0], [0.0, 0.0, 0.0], [-0.1, 0.2, 0.0], [0.1, -0.5, 0.1], [0.0, 0.0, 0.0], [0.0, 0.0, 0.0], [0.0, 0.0, 0.0], [0.0, 0.0, 0.0], [0.0, 0.0, 0.0], [-0.1, 0.0, 0.0], [0.0, 0.0, 0.1], [0.0, 0.0, -0.1]], "lowdin_charge": [0.69, -0.10, -0.69, -0.09, 0.45, -0.11, -0.14, -0.25, 0.86, -0.29, -0.59, -0.37, 0.08, 0.08, 0.08, 0.08, 0.09, 0.10, 0.05, -0.36, -0.38, -0.34, 1.51, -0.38, -0.13, -0.08, -0.08, -0.08, -0.14, -0.37, -0.13, -0.08, -0.08, -0.08, -0.12, 1.52, -0.37, -0.14, -0.09, -0.09, -0.08, -0.13, -0.39, -0.14, -0.09, -0.09, -0.08, -0.13, 0.06, 0.06, 0.06, 0.11, 0.05, 0.06, 0.09, 0.10, 0.10, 0.11, 0.07, 0.08, 0.11, 0.10, 0.10, 0.09, 0.09, 0.10, 0.10, 0.10, 0.07, 0.10, 0.10, 0.10, 0.10, 0.08, 0.18, -0.56, 0.17, 0.18, -0.26, -0.23, -0.55, 0.17, 0.18, 0.17, -0.54, 0.17, 0.18, 0.17]}

***

Record 2
{"formula": "C27H47B2N6O2S3V", "method": "wB97M-V/def2-TZVPD", "s_squared": 2.050, "homo_energy_ev": [-6.48, -6.43], "max_force_ev_per_a": 15.9, "multiplicity": 3, "charge": 0, "species": ["V", "C", "C", "C", "C", "N", "C", "C", "N", "B", "N", "C", "C", "N", "C", "S", "C", "C", "C", "C", "N", "C", "C", "N", "C", "S", "C", "C", "C", "C", "C", "S", "H", "H", "H", "H", "H", "H", "H", "H", "H", "H", "H", "H", "H", "H", "H", "H", "H", "H", "H", "H", "H", "H", "H", "H", "H", "H", "H", "H", "H", "H", "H", "H", "H", "H", "C", "C", "C", "O", "B", "O", "C", "C", "C", "H", "H", "H", "H", "H", "H", "H", "H", "H", "H", "H", "H", "H"], "coordinates": [[0.000, 0.000, 0.000], [-4.496, -2.783, 1.315], [-3.384, -3.312, 0.383], [-2.116, -3.643, 1.200], [-3.892, -4.640, -0.233], [-3.072, -2.302, -0.677], [-3.193, -2.495, -2.014], [-2.803, -1.358, -2.678], [-2.440, -0.425, -1.778], [-1.940, 0.990, -2.206], [-0.519, 0.943, -2.849], [-0.047, 1.946, -3.613], [1.221, 1.631, -4.036], [1.576, 0.420, -3.537], [0.485, 0.022, -2.812], [0.415, -1.202, -2.053], [2.889, -0.265, -3.758], [3.821, 0.579, -4.663], [2.671, -1.622, -4.461], [3.621, -0.471, -2.414], [-2.026, 2.023, -1.040], [-3.203, 2.496, -0.590], [-2.970, 3.379, 0.436], [-1.635, 3.471, 0.658], [-1.081, 2.627, -0.266], [0.332, 2.361, -0.381], [-0.980, 4.318, 1.705], [-0.201, 3.433, 2.703], [-2.027, 5.117, 2.522], [-0.032, 5.343, 1.048], [-2.608, -1.019, -0.563], [-2.284, -0.379, 0.689], [-4.755, -3.542, 2.085], [-5.411, -2.554, 0.727], [-4.192, -1.866, 1.854], [-2.335, -4.419, 1.965], [-1.718, -2.764, 1.741], [-1.318, -4.028, 0.529], [-4.123, -5.383, 0.561], [-3.122, -5.087, -0.898], [-4.822, -4.473, -0.819], [-3.533, -3.398, -2.501], [-2.789, -1.223, -3.753], [-2.687, 1.372, -3.056], [-0.588, 2.854, -3.852], [1.830, 2.266, -4.664], [3.359, 0.745, -5.661], [4.792, 0.061, -4.824], [4.039, 1.564, -4.198], [2.152, -1.471, -5.432], [2.067, -2.320, -3.851], [3.645, -2.122, -4.657], [3.781, 0.507, -1.911], [4.612, -0.947, -2.578], [3.061, -1.127, -1.722], [-4.175, 2.221, -0.981], [-3.745, 3.904, 0.976], [-0.886, 2.698, 3.178], [0.257, 4.055, 3.502], [0.623, 2.875, 2.220], [-2.728, 4.430, 3.045], [-2.610, 5.795, 1.862], [-1.532, 5.744, 3.296], [0.794, 4.858, 0.494], [0.434, 5.996, 1.818], [-0.595, 5.985, 0.337], [2.566, -4.055, 2.450], [1.210, -3.711, 1.801], [0.109, -4.489, 2.578], [0.948, -2.338, 1.942], [0.129, -2.079, 0.751], [0.124, -3.171, -0.232], [1.173, -3.973, 0.246], [2.478, -3.534, -0.479], [0.912, -5.448, -0.122], [2.540, -3.827, 3.537], [3.388, -3.448, 2.019], [2.802, -5.132, 2.320], [0.110, -4.185, 3.647], [0.288, -5.584, 2.542], [-0.901, -4.280, 2.167], [2.723, -2.472, -0.264], [2.357, -3.639, -1.579], [3.339, -4.166, -0.176], [-0.064, -5.798, 0.269], [1.719, -6.101, 0.275], [0.873, -5.567, -1.227], [0.049, 0.598, 1.647]], "forces_ev_per_angstrom": [[-0.8, -0.1, 1.6], [-0.4, 0.3, 0.1], [-0.2, -0.2, 1.0], [-1.4, -0.1, -0.8], [0.0, 0.1, -0.6], [-0.3, -0.1, -0.9], [0.0, 0.0, -2.7], [-0.9, -2.2, -1.0], [-0.5, -0.2, -0.1], [-0.1, -0.1, 0.1], [0.3, -0.1, -0.5], [1.5, 1.3, -1.5], [-1.1, 2.4, -0.7], [-0.2, 0.7, -0.5], [0.6, 9.7, -5.9], [-0.2, -13.4, 7.7], [0.7, -0.8, 0.1], [-0.3, 0.5, -0.1], [-0.3, -0.4, -0.2], [0.1, 0.0, 0.5], [-0.1, 0.6, 0.1], [-1.7, 1.4, 1.3], [-2.5, -0.5, -0.8], [-0.8, 0.1, -0.3], [-11.1, 2.0, 1.0], [15.8, -2.0, -1.2], [0.8, 0.4, 0.7], [0.2, -0.4, 0.2], [-0.6, -0.2, -0.3], [0.2, 0.2, -0.4], [-2.7, -5.0, -9.5], [3.3, 6.8, 13.5], [0.2, 0.3, -0.6], [0.5, -0.1, 0.3], [-0.1, -0.5, -0.4], [-0.8, 0.6, -0.7], [-0.4, -0.3, -0.3], [-1.3, 0.3, 0.5], [0.2, 0.7, -0.4], [-0.5, 0.2, 0.4], [0.5, -0.1, 0.3], [0.0, 0.1, 0.4], [0.1, 0.1, 0.3], [-0.2, 0.1, -0.2], [0.0, -0.3, 0.2], [0.1, -0.3, 0.1], [0.3, -0.1, 0.6], [-0.8, 0.2, 0.3], [-0.1, -0.5, -0.3], [0.3, -0.1, 0.5], [0.3, 0.5, -0.3], [-0.5, 0.5, 0.1], [-0.1, -0.5, -0.3], [-0.6, 0.4, -0.1], [0.3, 0.4, -0.5], [0.3, -0.1, 0.0], [0.4, 0.0, 0.0], [0.4, 0.4, -0.3], [-0.4, -0.2, -0.5], [-0.6, 0.2, 0.2], [0.4, 0.4, -0.3], [0.3, -0.4, 0.4], [-0.1, -0.5, -0.6], [-0.5, 0.2, 0.3], [-0.4, -0.4, -0.4], [0.3, -0.3, 0.4], [0.3, 0.2, 0.0], [0.8, -1.9, 0.9], [0.1, -0.4, 0.1], [-2.0, 0.1, -2.8], [2.2, 1.1, -0.1], [0.5, 1.7, 2.1], [1.4, -1.7, -0.1], [0.3, 0.0, 0.1], [-0.2, -0.2, 0.0], [-0.1, -0.2, -0.7], [-0.5, -0.4, 0.2], [-0.1, 0.6, 0.1], [0.2, 0.0, -0.6], [0.0, 0.5, 0.0], [2.6, -0.8, 1.3], [-0.2, -0.7, 0.0], [-0.1, 0.1, 0.7], [-0.5, 0.4, -0.1], [0.6, 0.2, -0.1], [-0.5, 0.3, -0.2], [0.1, 0.2, 0.6], [0.3, -0.7, -0.4]], "lowdin_charge": [0.33, -0.05, -0.49, -0.10, -0.05, 0.03, -0.05, -0.09, 0.01, -0.55, 0.01, -0.09, -0.06, 0.02, -0.87, 1.01, -0.53, -0.06, -0.05, -0.04, 0.01, -0.09, -0.06, 0.02, -0.91, 0.90, -0.53, -0.06, -0.06, -0.06, -0.88, 0.95, 0.09, 0.09, 0.06, 0.11, 0.08, 0.08, 0.10, 0.09, 0.09, 0.12, 0.13, 0.13, 0.13, 0.12, 0.09, 0.10, 0.09, 0.10, 0.05, 0.09, 0.10, 0.10, 0.03, 0.13, 0.12, 0.09, 0.09, 0.04, 0.09, 0.09, 0.10, 0.05, 0.09, 0.09, -0.02, -0.51, -0.02, 0.04, -0.56, -0.12, -0.51, -0.02, -0.01, 0.09, 0.09, 0.09, 0.11, 0.10, 0.00, 0.08, 0.09, 0.09, 0.08, 0.10, 0.10, -0.02]}

***

Record 3
{"formula": "C5H16NO2", "method": "wB97M-V/def2-TZVPD", "e_above_lowest_kcal_mol": 15.5, "s_squared": 0.752, "homo_energy_ev": [-18.17, -18.17], "max_force_ev_per_a": 1.5, "multiplicity": 2, "charge": 2, "species": ["C", "C", "C", "C", "C", "N", "H", "H", "H", "H", "H", "H", "H", "H", "H", "H", "H", "H", "H", "H", "O", "H", "H", "O"], "coordinates": [[0.903, 1.095, -0.298], [-0.167, 0.011, -0.182], [-1.128, 0.055, -1.416], [-0.624, -0.518, -2.667], [-0.719, 0.192, -3.872], [-0.999, 0.405, 1.002], [0.524, 2.031, -0.734], [1.209, 1.413, 0.684], [1.782, 0.868, -0.900], [0.348, -0.917, 0.012], [-1.456, 1.090, -1.517], [-2.060, -0.458, -1.128], [-0.279, -1.543, -2.592], [-0.390, -0.168, -4.845], [-0.918, 1.264, -3.912], [-0.519, 0.324, 1.939], [-1.842, -0.169, 1.138], [-1.357, 1.352, 0.882], [1.147, -0.115, 2.971], [0.364, 0.127, 4.264], [0.348, 0.328, 3.322], [1.927, -2.329, 1.822], [2.278, -2.313, 3.338], [1.627, -2.028, 2.687]], "forces_ev_per_angstrom": [[-0.1, 1.0, -0.5], [0.3, 1.2, -0.3], [0.1, 0.4, 0.6], [-0.9, 0.0, 0.8], [1.0, 0.7, -0.9], [-1.0, -0.8, 0.0], [-0.3, -0.3, 0.0], [0.5, -0.2, 0.5], [-0.1, -0.5, 0.1], [-0.5, -0.6, 0.1], [0.2, 0.1, -0.3], [0.1, -0.6, -0.3], [0.3, -0.1, -0.5], [-0.2, -0.6, 0.2], [-0.4, -0.2, 0.4], [0.5, 0.3, 0.4], [0.2, -0.1, -0.2], [0.2, 0.3, 0.2], [-0.3, -0.2, 0.4], [-0.3, 0.1, 0.1], [0.5, 0.1, -0.7], [0.3, -0.3, 0.3], [0.1, -0.2, -0.1], [-0.2, 0.4, -0.3]], "lowdin_charge": [-0.02, -0.29, -0.12, 0.08, 0.31, 0.21, 0.11, 0.09, 0.11, 0.15, 0.14, 0.17, 0.16, 0.13, 0.13, 0.10, 0.19, 0.18, 0.04, 0.10, -0.05, 0.05, 0.08, -0.04]}